No. 1
A cluster of 2 separate species, C2H7NO3P in total. Source: OMol25; level of theory: wB97M-V/def2-TZVPD.

Structure (XYZ):
```
14
Properties=species:S:1:pos:R:3:forces:R:3
C 0.104266 -2.392076 0.302965 1.50 0.88 -1.02
C -0.154092 -0.952821 -0.052730 4.09 -1.49 3.15
N -1.102591 -0.542087 -0.767720 -2.91 4.31 -2.37
O -1.426712 2.125942 0.042398 -1.40 -1.78 -2.93
O 0.884116 3.261405 0.139589 -2.78 -0.50 -1.60
O -1.181564 4.096902 1.419879 0.73 -0.64 0.77
P -0.458744 2.578293 1.040026 1.78 1.79 2.47
H -0.050577 -2.569224 1.378022 -0.56 -0.82 -0.33
H -0.303324 -3.104312 -0.500812 0.46 0.83 1.66
H 1.206074 -2.272503 0.171218 -0.39 -1.43 0.26
H 0.472917 -0.160632 0.518224 -1.09 -1.09 -1.06
H -0.905266 4.605482 0.663720 -0.01 0.71 -0.57
H -1.287039 0.526853 -0.748673 -1.19 -0.97 0.02
H 1.676649 3.425278 0.579171 1.76 0.20 1.56
```
Forces are in eV/Å.

Properties
Relative energy (zero: lowest compared OMol25 entry of this formula, charge and spin) = 15.44 kcal/mol
⟨S²⟩ = 2.01
E_HOMO (spin up / spin down) = -0.034 / -0.142 hartree
Charge = -1
LUMO energy (spin up / spin down) = 4.120 / 1.960 eV
HOMO-LUMO gap (spin up / spin down) = 0.186 / 0.214 Ha
Molecular weight = 124.06 g mol⁻¹
Spin multiplicity = 3

***

No. 2
A structure of composition C34H23Cl8N3O3Ta. Source: OMol25; level of theory: wB97M-V/def2-TZVPD.

Structure (XYZ):
```
72
Properties=species:S:1:pos:R:3:forces:R:3
Ta 0.152006 0.870031 0.176121 -0.24 0.09 0.04
O 0.814966 2.432648 1.325062 -0.05 -0.03 -0.12
C 0.257217 3.543375 1.747633 0.00 0.01 0.02
C 1.018574 4.722348 1.817233 0.00 0.00 0.01
C 0.463135 5.898379 2.275488 0.00 0.00 0.00
C -0.862857 5.948795 2.709011 0.00 0.00 0.00
C -1.617422 4.794554 2.670469 0.01 0.00 0.01
C -1.090200 3.599331 2.177823 0.01 -0.01 0.00
C -1.871160 2.377331 2.233499 -0.01 0.00 0.00
N -1.642170 1.358738 1.502240 0.04 -0.01 0.00
N -2.184896 0.140193 1.988091 0.00 0.01 -0.02
C -1.135830 -0.530379 2.399953 0.01 -0.01 -0.02
O 0.069005 -0.106003 2.247838 0.00 -0.07 0.08
C -1.352818 -1.840263 3.074182 0.00 0.00 -0.01
C -0.254306 -2.534403 3.565362 0.00 0.00 0.01
C -0.428040 -3.770080 4.172448 0.00 0.00 0.00
C -1.697716 -4.316773 4.286040 0.00 0.00 0.00
C -2.797742 -3.622763 3.794489 0.00 0.00 0.00
C -2.627336 -2.387508 3.192211 0.00 0.00 0.01
H 2.049018 4.674458 1.489913 0.00 0.00 0.00
H 1.071286 6.794781 2.304184 0.00 0.00 0.00
H -1.287910 6.873280 3.075877 0.00 0.00 0.00
H -2.645474 4.803013 3.015985 0.00 0.00 0.00
H -2.622346 2.266517 3.016459 0.00 0.00 0.00
H 0.730607 -2.101405 3.446246 0.00 0.00 0.00
H 0.433608 -4.311054 4.543856 0.00 0.00 0.00
H -1.832396 -5.285487 4.751984 0.00 0.00 0.00
H -3.789130 -4.051169 3.875966 0.00 0.00 0.00
H -3.469872 -1.836885 2.795965 0.00 0.00 0.00
Cl -1.834646 3.445039 -0.762646 0.02 0.01 0.02
C -2.333230 1.969889 -1.531949 0.00 0.00 0.01
C -1.500986 0.851571 -1.429159 0.01 0.03 0.00
C -1.827956 -0.176418 -2.327368 -0.03 0.00 0.00
Cl -0.741531 -1.474886 -2.658117 0.03 0.02 0.03
C -3.000686 -0.169341 -3.091428 0.01 0.00 -0.01
Cl -3.400822 -1.495222 -4.121461 0.00 0.00 0.00
C -3.859796 0.921037 -3.044518 0.00 0.00 0.00
Cl -5.324188 0.929735 -3.952526 0.00 0.00 0.00
C -3.498178 2.027955 -2.289830 0.00 0.00 -0.01
Cl -4.484956 3.443369 -2.311846 0.00 0.00 0.00
Cl 3.919420 0.483860 -2.135768 -0.04 -0.01 0.01
C 2.555702 0.808321 -3.173227 0.00 0.01 -0.01
C 2.603154 0.305208 -4.465353 0.01 0.00 0.00
C 1.578770 0.583472 -5.352119 -0.01 0.00 0.00
C 0.524852 1.389133 -4.937349 0.01 0.00 -0.01
C 0.490902 1.869875 -3.642059 0.00 0.01 0.00
C 1.484832 1.568515 -2.700063 -0.02 -0.02 0.01
C 1.364200 2.037490 -1.295141 0.01 -0.01 -0.05
H 3.443126 -0.311154 -4.754158 0.00 0.00 0.00
H 1.607950 0.182600 -6.357194 0.00 0.00 0.00
H -0.276570 1.637299 -5.622809 0.00 0.00 0.00
H -0.333981 2.499000 -3.328926 0.00 0.00 0.00
H 0.904958 3.031112 -1.268071 0.02 0.01 -0.02
H 2.342776 2.122491 -0.817409 0.00 -0.01 0.01
C 1.909496 -3.554676 -2.888044 -0.02 -0.01 -0.03
O 2.554994 -2.346292 -2.548528 -0.03 -0.07 0.04
H 1.135204 -3.409641 -3.651094 0.00 0.00 0.00
H 1.456012 -4.043097 -2.020875 0.00 0.00 0.01
H 2.669044 -4.220092 -3.299754 0.00 0.00 0.00
H 1.923896 -1.771944 -2.091955 0.04 0.04 0.01
Cl 3.275056 0.056392 1.326241 0.01 0.01 -0.01
C 2.709292 -1.577650 1.198003 0.00 -0.02 0.00
C 3.438176 -2.577753 1.808961 0.00 0.00 0.00
C 2.962924 -3.881345 1.798772 0.00 -0.01 0.01
C 1.739490 -4.151123 1.210992 0.00 0.00 -0.01
C 1.019878 -3.134386 0.607340 0.00 0.00 0.01
Cl -0.568808 -3.510513 0.016972 0.00 0.00 -0.02
C 1.490830 -1.811654 0.524384 -0.02 0.01 -0.02
N 0.817708 -0.804243 -0.096771 0.24 0.05 0.03
H 4.369107 -2.326726 2.298756 0.00 0.00 0.00
H 3.530100 -4.673191 2.269639 0.00 0.00 0.00
H 1.314696 -5.145582 1.235811 0.00 0.00 0.00
```
Forces are in eV/Å.

Properties
Relative energy (zero: lowest compared OMol25 entry of this formula, charge and spin) = 15.12 kcal/mol
E_HOMO = -0.194 hartree
Charge = -1
LUMO energy = 2.254 eV
HOMO-LUMO gap = 0.277 Ha
Molecular weight = 986.15 g mol⁻¹

***

What is the relative energy (zero: lowest compared OMol25 entry of this formula, charge and spin) in the first record?
15.44 kcal/mol

***

Among the records above, which one has the lowest relative energy (zero: lowest compared OMol25 entry of this formula, charge and spin)?
C34H23Cl8N3O3Ta

***

Which of these has the highest relative energy (zero: lowest compared OMol25 entry of this formula, charge and spin)?
C2H7NO3P

***

Which formula does entry 1 have?
C2H7NO3P